Record 1
# C2H7N3S2

C2H7N3S2 in the gas phase in a non-equilibrium geometry (ωB97M-V/def2-TZVPD, the OMol25 dataset).

Computed properties:
largest force on an atom	0.03272	hartree/bohr
SMILES	CS/C(=N/S)NN
HOMO energy	-8.2	eV
HOMO-LUMO gap	8.99	eV
energy relative to the best compared isomer or geometry (same formula, charge and spin)	91.72	kJ/mol
E	-28326.7011	eV
LUMO level	0.0301	hartree

Geometry as XYZ:
```
14
C2H7N3S2, DFT ωB97M-V/def2-TZVPD
C 0.886 -0.280 -2.638
S -0.157 -1.231 -1.528
C -0.270 -0.222 -0.066
N 0.676 0.625 0.025
S 0.611 1.654 1.402
N -1.304 -0.560 0.764
N -1.158 -0.649 2.149
H 0.600 0.783 -2.683
H 1.952 -0.313 -2.354
H 0.834 -0.647 -3.663
H 1.700 2.315 1.001
H -1.874 -1.313 0.410
H -0.145 -0.687 2.372
H -1.533 0.188 2.587
```

---

Record 2
# C2H7N3S2

C2H7N3S2 in the gas phase in a non-equilibrium geometry (ωB97M-V/def2-TZVPD, the OMol25 dataset).

Computed properties:
largest force on an atom	0.09471	hartree/bohr
SMILES	N/N=C(/CS)NS
HOMO energy	-8.6	eV
HOMO-LUMO gap	8.90	eV
energy relative to the best compared isomer or geometry (same formula, charge and spin)	339.40	kJ/mol
E	-28324.1340	eV
LUMO level	0.0107	hartree

Geometry as XYZ:
```
14
C2H7N3S2, DFT ωB97M-V/def2-TZVPD
N -1.880 1.269 0.115
N -1.451 -0.147 0.188
C -0.093 -0.243 0.122
C 0.348 -1.601 -0.239
S 1.061 -1.689 -1.854
N 0.729 0.844 0.233
S 0.865 1.339 1.867
H -1.389 1.765 -0.861
H -2.833 1.122 -0.092
H 0.834 -2.091 0.674
H -0.498 -2.163 -0.120
H 2.553 -2.147 -1.587
H 1.565 1.301 -0.333
H 0.189 2.442 1.887
```

---

Record 3
# C2H7N4

An isolated ion of composition C2H7N4 and charge +1 in a non-equilibrium geometry (ωB97M-V/def2-TZVPD, the OMol25 dataset).

Computed properties:
largest force on an atom	0.08836	hartree/bohr
SMILES	N=[N+]=CC(N)N
net charge	+1
HOMO energy	-13.8	eV
HOMO-LUMO gap	8.82	eV
energy relative to the best compared isomer or geometry (same formula, charge and spin)	484.00	kJ/mol
E	-8137.2303	eV
LUMO level	-0.1815	hartree

Geometry as XYZ:
```
13
C2H7N4, DFT ωB97M-V/def2-TZVPD
N -2.698 0.187 -0.374
N -1.783 -0.541 -0.077
C -0.876 -1.016 0.531
C 0.634 0.062 0.506
N 1.171 -0.625 -0.556
N 0.406 1.429 0.490
H -3.112 0.430 -1.308
H -0.807 -2.099 0.673
H 0.909 -0.314 1.533
H 0.988 -0.266 -1.482
H 2.090 -1.102 -0.363
H -0.164 1.878 1.183
H 0.718 2.146 -0.203
```

---

Record 4
# C2H7N4

A 2-piece molecular cluster, C2H7N4 overall in a non-equilibrium geometry (ωB97M-V/def2-TZVPD, the OMol25 dataset).

Computed properties:
largest force on an atom	0.08375	hartree/bohr
net charge	+1
HOMO energy	-14.0	eV
HOMO-LUMO gap	10.84	eV
energy relative to the best compared isomer or geometry (same formula, charge and spin)	591.91	kJ/mol
E	-8136.1119	eV
LUMO level	-0.1173	hartree

Geometry as XYZ:
```
13
C2H7N4, DFT ωB97M-V/def2-TZVPD
C -2.405 0.311 0.676
C -2.270 0.926 -0.426
N -1.555 -0.385 -0.314
N 0.916 -0.665 0.082
N 1.374 0.454 -0.078
N 2.648 0.516 0.033
H -2.702 0.202 1.718
H -2.426 1.653 -1.221
H -0.474 -0.706 0.024
H 1.418 -1.525 0.260
H -2.112 -1.028 -0.868
H 3.229 -0.294 0.195
H 3.054 1.407 0.353
```

---

Record 5
# C2H7N4

An isolated ion of composition C2H7N4 and charge +1 in a non-equilibrium geometry (ωB97M-V/def2-TZVPD, the OMol25 dataset).

Computed properties:
largest force on an atom	0.10622	hartree/bohr
net charge	+1
HOMO energy (spin up / spin down)	-11.7 / -16.2	eV
HOMO-LUMO gap (spin up / spin down)	8.55 / 9.15	eV
energy relative to the best compared isomer or geometry (same formula, charge and spin)	152.62	kJ/mol
E	-8135.7760	eV
2S+1	3
LUMO level (spin up / spin down)	-0.1173 / -0.2609	hartree

Geometry as XYZ:
```
13
C2H7N4, DFT ωB97M-V/def2-TZVPD
C 1.591 -0.208 0.510
C -2.044 0.165 -0.203
N 0.184 -0.076 -1.243
N 1.419 -0.149 -0.886
N 0.222 -0.146 1.007
N -0.564 0.042 -0.162
H 2.040 -1.255 0.635
H 2.106 0.699 0.853
H -2.341 0.375 0.828
H -2.596 -0.776 -0.547
H -2.267 0.993 -0.904
H 2.139 -0.207 -1.611
H 0.110 0.541 1.722
```

---

Record 6
# C2H7N4O

A 2-piece molecular cluster, C2H7N4O overall in a non-equilibrium geometry (ωB97M-V/def2-TZVPD, the OMol25 dataset).

Computed properties:
largest force on an atom	0.05769	hartree/bohr
net charge	+1
HOMO energy	-13.5	eV
HOMO-LUMO gap	9.09	eV
energy relative to the best compared isomer or geometry (same formula, charge and spin)	386.83	kJ/mol
E	-10185.2842	eV
LUMO level	-0.1629	hartree

Geometry as XYZ:
```
14
C2H7N4O, DFT ωB97M-V/def2-TZVPD
C -0.080 -0.319 0.668
C -1.912 0.776 -0.491
N 0.837 0.881 -2.377
N -0.205 -1.576 1.109
N -1.209 0.427 0.483
N 1.139 0.186 0.424
O 1.382 1.932 -2.209
H -0.036 0.915 -3.052
H -1.793 0.539 -1.532
H -2.730 1.504 -0.133
H -1.184 -1.626 1.360
H 0.472 -2.170 1.563
H 2.033 -0.270 0.570
H 1.356 1.105 -0.070
```